ORCA calculation (ωB97M-V/def2-TZVPD) on one molecule with the formula C6H10O at a distorted geometry.

Last column: natural (NBO) charge in e.
Atoms and positions in Å:
C: -0.1742 -0.2849 2.0973  -0.65
C: -0.2415 0.0372 0.6127  -0.15
C: -1.4258 0.2306 0.0155  0.16
O: -2.6109 -0.2544 0.4550  -0.68
C: 0.9248 0.3673 -0.2377  -0.23
C: 1.5371 -0.3923 -1.3831  -0.42
C: 0.4965 0.5561 -1.8336  -0.43
H: -0.0685 -1.3569 2.3149  0.21
H: -1.0764 0.0942 2.6147  0.22
H: 0.6824 0.2248 2.5667  0.22
H: -1.5233 0.8491 -0.8675  0.19
H: -2.4113 -1.0032 1.0305  0.48
H: 1.7283 0.8592 0.3740  0.22
H: 1.3425 -1.4520 -1.4826  0.21
H: 2.5469 -0.0616 -1.5846  0.21
H: 0.6721 1.5275 -2.2879  0.22
H: -0.3422 0.0614 -2.3839  0.23

Cartesian forces (eV/Å) of the 6 atoms listed first:
C 0.107 -0.139 -0.095
C -0.360 -0.107 -0.316
C 0.091 0.001 0.072
O -0.391 -0.072 0.479
C -0.414 0.182 -0.270
C 0.337 -0.229 0.060

Its HOMO-LUMO gap is 8.821 eV. Its multiplicity is 1. As for the structure (SMILES): C/C(=C\O)C1CC1.

---

ORCA calculation (ωB97M-V/def2-TZVPD) on a 2-piece molecular cluster, C5H8N2 overall.

Last column: natural (NBO) charge in e.
Atoms and positions in Å:
N: 1.8851 0.3516 -0.5068  -0.78
C: 1.1322 -0.3022 0.4199  0.04
C: 0.3733 0.3384 1.5240  -0.04
N: 1.2851 0.3620 2.3353  -0.33
C: -0.7801 -0.8169 -0.6812  -0.20
C: -1.4048 0.5081 -0.9423  -0.43
C: -1.7823 -0.4888 0.1006  -0.24
H: 2.8517 0.0728 -0.5837  0.39
H: 1.7318 1.3455 -0.6136  0.39
H: 1.3228 -1.3662 0.5060  0.21
H: -0.3013 -1.6170 -1.2149  0.24
H: -0.8898 1.4385 -0.6647  0.17
H: -2.0436 0.6044 -1.8193  0.19
H: -2.6083 -0.8588 0.6730  0.23
H: -0.7719 0.4286 1.4677  0.17

Cartesian forces (eV/Å) of the 6 atoms listed first:
N 0.095 0.125 0.265
C 0.467 -0.039 0.098
C -0.368 0.009 0.351
N -0.386 -0.179 -0.810
C -0.541 -0.162 -0.016
C -0.122 0.276 -0.231

Its HOMO-LUMO gap (spin up / spin down) is 8.658 / 8.660 eV. Its multiplicity is 1.

---

ORCA calculation (ωB97M-V/def2-TZVPD) on C26H26ClCrN4O7S as an isolated structure.

Last column: natural (NBO) charge in e.
Atoms and positions in Å:
Cr: -1.1581 0.1005 -0.4910  1.23
O: -3.2875 3.7606 0.0059  -0.67
C: -2.2550 2.9254 -0.1534  0.80
O: -2.3861 1.8620 -0.7054  -0.60
C: -0.9775 3.4904 0.4114  -0.16
O: 0.1217 2.7394 0.0011  -0.52
C: 0.9175 2.2322 1.0642  -0.19
C: 0.2063 1.1973 1.9526  0.76
O: 0.7563 0.9010 3.0063  -0.68
O: -0.9074 0.7486 1.5065  -0.84
H: -4.0718 3.2983 -0.3294  0.51
H: -0.8906 4.5233 0.0570  0.21
H: -1.0949 3.5210 1.4996  0.22
H: 1.7717 1.7588 0.5848  0.22
H: 1.2907 3.0404 1.7002  0.19
O: -0.7366 -3.0953 0.8424  -0.70
C: 0.2186 -2.4970 0.3655  0.67
O: 0.2423 -1.3438 -0.1890  -0.84
H: 1.2165 -2.9893 0.3864  0.06
Cl: -3.9526 -0.3135 -3.4328  -0.03
C: -2.7682 -1.6027 -3.5066  -0.05
C: -3.2026 -2.8379 -3.9564  -0.23
C: -2.3124 -3.8968 -4.0404  -0.28
C: -0.9919 -3.6905 -3.6544  -0.21
C: -0.5773 -2.4488 -3.2144  -0.18
C: -1.4430 -1.3410 -3.1266  -0.02
C: -0.9772 -0.0465 -2.6332  -0.93
H: -4.2416 -2.9589 -4.2347  0.22
H: -2.6437 -4.8634 -4.3990  0.20
H: -0.2787 -4.5050 -3.7033  0.20
H: 0.4562 -2.3012 -2.9238  0.20
H: -1.5387 0.7843 -3.0622  0.20
H: 0.0879 0.0877 -2.8430  0.19
N: 3.1745 -0.1806 0.0884  -0.57
C: 2.8335 -0.2976 -1.2312  0.23
N: 3.6374 0.3419 -2.0348  -0.47
C: 4.5670 0.9389 -1.1940  0.06
C: 5.6545 1.7553 -1.5003  -0.20
C: 6.4185 2.2422 -0.4571  -0.24
C: 6.1148 1.9325 0.8773  -0.23
C: 5.0429 1.1232 1.2033  -0.26
C: 4.2837 0.6312 0.1463  0.15
H: 2.6246 -0.5512 0.8480  0.44
H: 1.9635 -0.8803 -1.4907  0.23
H: 5.8792 1.9976 -2.5309  0.22
H: 7.2672 2.8807 -0.6683  0.20
H: 6.7318 2.3393 1.6686  0.20
H: 4.8017 0.8895 2.2322  0.22
N: -2.4730 -1.3907 2.4990  -0.80
C: -3.2237 -1.8877 1.4945  0.37
S: -3.6641 -0.9758 0.1490  -0.28
N: -3.6674 -3.1476 1.7007  -0.60
C: -4.3056 -4.0039 0.7687  0.14
C: -5.4201 -4.7156 1.1947  -0.24
C: -6.0414 -5.6159 0.3416  -0.22
C: -5.5560 -5.7924 -0.9448  -0.22
C: -4.4430 -5.0746 -1.3656  -0.22
C: -3.8057 -4.1854 -0.5151  -0.14
H: -1.9840 -0.5166 2.2922  0.44
H: -1.8811 -2.0629 2.9668  0.39
H: -3.4073 -3.5732 2.5764  0.39
H: -5.8018 -4.5485 2.1951  0.21
H: -6.9100 -6.1671 0.6803  0.20
H: -6.0412 -6.4869 -1.6193  0.20
H: -4.0534 -5.2094 -2.3651  0.22
H: -2.9274 -3.6386 -0.8322  0.24

Cartesian forces (eV/Å) of the 6 atoms listed first:
Cr -0.007 -0.045 0.033
O -0.008 0.003 -0.005
C -0.020 -0.006 0.034
O 0.024 -0.008 -0.056
C 0.013 0.012 -0.019
O 0.003 -0.030 -0.010

Its HOMO-LUMO gap (spin up / spin down) is 6.522 / 6.806 eV. Its charge is -1. Its multiplicity is 5.

---

ORCA calculation (ωB97M-V/def2-TZVPD) on an isolated ion of composition C5H10Br2N3 and charge +1 at a distorted geometry.

Last column: natural (NBO) charge in e.
Atoms and positions in Å:
C: -0.5385 -1.0459 0.7647  -0.60
C: -0.2064 0.5590 0.6097  -0.04
C: -1.4905 1.3281 0.2750  -0.65
N: 0.6907 0.6975 -0.6292  -0.27
N: 1.2154 -0.4655 -1.2126  -0.49
C: 2.7047 -0.3807 -0.9955  0.06
Br: 3.5678 -1.6776 0.2865  0.04
N: 2.9293 0.9612 -0.4797  -0.36
C: 1.8783 1.5788 -0.2835  0.27
Br: 1.5517 3.2682 0.2839  0.27
H: -1.4425 -1.0542 1.2663  0.24
H: -0.7425 -1.6224 -0.2216  0.19
H: 0.3437 -1.5408 1.1348  0.24
H: 0.2505 0.8487 1.5231  0.24
H: -2.0079 0.8686 -0.5478  0.23
H: -1.2591 2.3548 -0.0656  0.22
H: -2.0130 1.5165 1.1628  0.26
H: 0.1583 1.2826 -1.3319  0.44
H: 0.4944 -1.2452 -1.2365  0.45
H: 3.3337 -0.5033 -1.8576  0.25

Cartesian forces (eV/Å) of the 6 atoms listed first:
C 1.608 1.593 -3.142
C -2.446 -3.373 -1.824
C 2.076 1.035 -0.644
N -0.975 1.902 0.198
N 0.846 0.253 -0.364
C -0.374 -0.117 1.178

Its HOMO-LUMO gap is 10.411 eV. Its charge is +1. Its multiplicity is 1. As for the structure (SMILES): CC(C)[N@@H+]1N[C@H](Br)N=C1Br.

---

ORCA calculation (ωB97M-V/def2-TZVPD) on C40H41BrCaN3O2P2SSe as an isolated structure at a distorted geometry.

Last column: Löwdin charge in e.
Atoms and positions in Å:
Ca: 0.2381 -0.6161 0.1330  1.01
C: -1.3185 0.7745 -8.7387  -0.40
S: -0.0737 1.9983 -8.2504  0.80
C: -0.6099 2.3231 -6.5433  -0.50
C: -0.0191 1.3297 -5.5538  -0.24
C: -0.6154 1.5704 -4.1671  -0.28
N: 0.1468 0.9092 -3.0996  -0.46
P: 0.7404 2.0567 -1.9131  1.03
C: 1.8379 3.0156 -3.0419  -0.36
C: 2.7227 2.3751 -3.9034  -0.10
C: 3.4875 3.1077 -4.7912  -0.06
C: 3.3981 4.4911 -4.8111  -0.07
C: 2.5207 5.1349 -3.9550  -0.08
C: 1.7411 4.4021 -3.0738  -0.10
C: 2.0816 1.0832 -1.1131  -0.46
C: 2.5549 1.6155 0.0878  -0.12
C: 3.6412 1.0501 0.7324  -0.06
C: 4.2915 -0.0363 0.1665  -0.06
C: 3.8268 -0.5738 -1.0242  -0.06
C: 2.7229 -0.0284 -1.6570  -0.13
P: -0.5011 -0.5272 -2.4270  0.95
C: -0.8608 -1.4270 -3.9812  -0.34
C: 0.1905 -2.1320 -4.5633  -0.10
C: 0.0318 -2.7327 -5.8005  -0.07
C: -1.1862 -2.6472 -6.4572  -0.08
C: -2.2474 -1.9799 -5.8658  -0.07
C: -2.0912 -1.3722 -4.6314  -0.09
C: -2.2040 -0.1897 -1.8444  -0.42
C: -2.7656 1.0741 -1.6943  -0.13
C: -4.0676 1.2022 -1.2342  -0.07
C: -4.8086 0.0793 -0.9049  -0.06
C: -4.2316 -1.1809 -0.9866  -0.06
C: -2.9333 -1.3128 -1.4444  -0.11
H: -1.1179 0.5328 -9.7764  0.03
H: -2.3106 1.2084 -8.6509  0.04
H: -1.2304 -0.1174 -8.1246  0.01
H: -1.6990 2.2967 -6.5246  0.08
H: -0.2790 3.3356 -6.3156  0.07
H: 1.0627 1.4556 -5.5217  0.09
H: -0.2252 0.3126 -5.8880  0.09
H: -1.6548 1.2317 -4.1628  0.10
H: -0.6122 2.6526 -3.9846  0.10
H: 2.8141 1.2998 -3.8742  0.09
H: 4.1544 2.6029 -5.4739  0.11
H: 4.0198 5.0609 -5.4870  0.11
H: 2.4397 6.2113 -3.9785  0.11
H: 1.0598 4.9046 -2.4003  0.10
H: 2.0756 2.5062 0.4846  0.10
H: 4.0023 1.4747 1.6593  0.11
H: 5.1621 -0.4551 0.6470  0.12
H: 4.3256 -1.4224 -1.4675  0.12
H: 2.3674 -0.4461 -2.5936  0.09
H: 1.1376 -2.2052 -4.0413  0.10
H: 0.8528 -3.2650 -6.2585  0.11
H: -1.3126 -3.1131 -7.4234  0.11
H: -3.2007 -1.9265 -6.3712  0.11
H: -2.9304 -0.8557 -4.1855  0.11
H: -2.1940 1.9615 -1.9392  0.08
H: -4.5084 2.1824 -1.1386  0.11
H: -5.8303 0.1832 -0.5705  0.11
H: -4.7948 -2.0581 -0.6977  0.11
H: -2.4723 -2.2947 -1.5094  0.12
Br: 6.4499 -4.2084 1.1469  0.75
C: 4.7584 -4.2975 0.2846  -0.67
C: 4.5598 -5.1813 -0.7677  -0.11
C: 3.3120 -5.2495 -1.3668  -0.06
C: 2.2811 -4.4331 -0.9352  -0.01
C: 2.5018 -3.5310 0.1008  -0.14
C: 3.7418 -3.4707 0.7242  -0.08
C: 1.4396 -2.5566 0.4798  -0.67
O: 1.7388 -1.5633 1.1893  -0.17
O: 0.2879 -2.6787 0.0098  -0.15
H: 5.3684 -5.8081 -1.1140  0.11
H: 3.1601 -5.9555 -2.1685  0.11
H: 1.3004 -4.4729 -1.3864  0.12
H: 3.8815 -2.7726 1.5335  0.11
C: -0.6056 -1.3241 3.7121  -0.01
N: -0.3476 0.0624 4.0002  -0.11
C: 0.1769 0.5436 5.1693  -0.02
C: 0.3339 1.8824 5.0285  -0.03
N: -0.0846 2.2116 3.7704  -0.13
C: -0.0808 3.5261 3.1901  -0.03
C: -0.5058 1.0940 3.1449  -0.67
Se: -1.3373 1.0836 1.4912  0.68
H: -0.7379 -1.8626 4.6496  0.10
H: 0.2383 -1.7611 3.1610  0.09
H: -1.5172 -1.4179 3.1121  0.09
H: 0.3758 -0.0908 6.0089  0.13
H: 0.6912 2.6183 5.7195  0.13
H: 0.6973 4.1264 3.6577  0.10
H: -1.0517 4.0058 3.3309  0.11
H: 0.1098 3.4404 2.1178  0.06

Cartesian forces (eV/Å) of the 6 atoms listed first:
Ca -1.026 2.846 -0.273
C 0.302 0.285 0.263
S -0.132 0.094 0.005
C 0.274 -0.307 -0.386
C -0.162 0.181 0.055
C 0.113 0.109 -0.575

Its HOMO-LUMO gap is 7.900 eV. Its charge is +1. Its multiplicity is 1.

---

- multiplicity of number 4 (C5H10Br2N3)?
  1